The following is a DFT calculation (ωB97M-V with the def2-TZVPD basis set) of a molecular structure, C19H17AuCl2NO3S in a non-equilibrium geometry.

## Properties
net charge: -1
E_LUMO: 2.302 eV
Kohn-Sham gap: 5.95 eV
M: 607.29 g/mol

Element x y z (Å)
Au (-1.74, -1.54, -1.15)
C (2.38, 1.02, -1.21)
C (1.73, 2.25, -1.28)
C (0.39, 2.29, -1.58)
C (-0.30, 1.07, -1.77)
N (0.34, -0.11, -1.72)
C (1.63, -0.12, -1.42)
C (-2.72, 1.06, -1.78)
C (-3.42, 2.25, -1.69)
C (-4.69, 2.25, -1.16)
C (-5.26, 1.06, -0.75)
C (-4.54, -0.13, -0.85)
C (-3.25, -0.16, -1.36)
H (3.43, 0.95, -0.97)
H (2.27, 3.17, -1.11)
H (-0.17, 3.21, -1.67)
H (2.10, -1.10, -1.39)
H (-2.95, 3.16, -2.03)
H (-5.24, 3.18, -1.06)
H (-6.25, 1.05, -0.32)
H (-5.00, -1.05, -0.51)
C (4.04, -1.23, 2.76)
C (2.73, -0.63, 2.35)
C (2.61, 0.73, 2.12)
C (1.42, 1.27, 1.66)
C (0.33, 0.45, 1.43)
C (0.41, -0.89, 1.74)
C (1.60, -1.44, 2.19)
S (-1.21, 1.05, 0.57)
O (-2.21, 0.15, 1.22)
O (-1.30, 2.46, 1.01)
O (-1.48, 1.09, -2.43)
H (4.87, -0.67, 2.32)
H (4.12, -2.27, 2.42)
H (4.16, -1.23, 3.84)
H (3.47, 1.37, 2.26)
H (1.32, 2.33, 1.47)
H (-0.48, -1.49, 1.63)
H (1.67, -2.50, 2.40)
Cl (2.71, -4.52, -0.99)
C (0.95, -4.59, -0.87)
Cl (0.27, -2.99, -0.41)
H (0.70, -5.31, -0.09)
H (0.56, -4.88, -1.84)